Formula: C74H90MnN2O4P4SiTe
Source: the OMol25 dataset
Level of theory: wB97M-V/def2-TZVPD

Structure (XYZ):
```
177
Properties=species:S:1:pos:R:3:forces:R:3
Mn 1.0924 -0.0571 0.9003 -0.181 -0.693 0.524
C -1.4992 -0.9078 3.5347 0.079 0.186 -0.232
C -1.0363 0.4065 4.1596 0.211 -0.133 -0.117
C -1.3454 0.4153 5.6539 0.085 0.120 -0.139
P 0.6922 0.7710 3.5026 -0.296 0.209 0.788
C 1.9831 0.2019 4.7569 -0.104 0.131 -0.295
C 1.7303 -1.2380 5.2029 -0.018 0.064 -0.228
C 2.2789 1.0905 5.9608 0.082 -0.026 -0.261
C 0.6672 2.6081 3.5792 0.160 -0.196 0.056
C 0.3526 3.3051 4.7424 -0.027 0.051 0.143
C 0.1904 4.6788 4.7279 -0.027 0.057 0.154
C 0.3497 5.3800 3.5462 0.059 0.029 -0.037
C 0.6592 4.6880 2.3910 0.059 0.267 0.074
C 0.8178 3.3089 2.3804 0.217 -0.527 -0.477
Si 1.0645 2.3807 0.6975 0.292 1.349 0.065
C 2.8331 2.9702 0.1235 -0.541 -0.474 0.117
C 3.1707 4.3069 -0.0713 0.186 0.213 0.172
C 4.3359 4.6866 -0.7135 -0.075 0.107 0.060
C 5.1712 3.7157 -1.2401 0.133 -0.092 -0.053
C 4.8816 2.3820 -1.0213 0.041 0.038 -0.164
C 3.7533 2.0068 -0.2975 -0.188 -0.088 -0.070
P 3.5217 0.2651 0.2113 1.274 0.245 -0.525
C 4.8432 0.1817 1.5639 -0.317 -0.121 0.017
C 5.0907 -1.2539 2.0306 -0.202 0.095 0.046
C 6.1699 0.9017 1.3364 -0.281 0.125 0.068
C 4.0812 -0.6505 -1.3434 -0.312 -0.158 0.125
C 5.5174 -1.1442 -1.4916 -0.082 0.261 0.058
C 3.1150 -1.8170 -1.5700 -0.203 0.199 -0.059
C -0.0848 3.5240 -0.3396 0.277 -0.521 0.040
C 0.3706 4.3274 -1.3777 0.058 0.068 -0.066
C -0.4665 5.2337 -2.0047 -0.039 0.091 -0.101
C -1.7949 5.3167 -1.6233 -0.038 0.103 -0.056
C -2.2839 4.4674 -0.6419 -0.092 0.174 -0.121
C -1.4445 3.5620 -0.0035 -0.041 -0.057 0.101
P -1.9806 2.3582 1.2760 -1.091 -0.232 -0.307
C -3.4951 3.2282 1.9888 0.315 -0.045 -0.005
C -2.9991 4.3435 2.9055 -0.047 -0.031 -0.179
C -4.4064 2.2747 2.7550 0.066 0.065 -0.196
C -2.7983 1.0173 0.2275 0.111 0.173 0.220
C -3.8995 1.4934 -0.7119 0.074 -0.161 0.183
C -1.7515 0.2565 -0.5730 0.363 -0.108 0.425
H -2.5863 -0.9878 3.5571 -0.112 -0.049 0.000
H -1.0870 -1.7603 4.0719 0.085 -0.154 0.035
H -1.1617 -0.9659 2.4924 -0.237 -0.132 0.115
H -1.6026 1.2234 3.6902 0.163 -0.147 0.048
H -0.9183 -0.4447 6.1638 0.043 -0.043 0.043
H -2.4283 0.3607 5.7765 -0.078 -0.013 0.074
H -1.0029 1.3210 6.1452 -0.030 0.023 0.108
H 2.8805 0.1906 4.1222 -0.038 -0.015 0.082
H 0.9452 -1.2881 5.9533 -0.069 -0.008 0.029
H 2.6377 -1.6419 5.6508 0.074 -0.065 0.039
H 1.4625 -1.8615 4.3528 -0.024 -0.114 0.076
H 1.4543 1.0927 6.6702 -0.110 0.047 0.066
H 2.4992 2.1124 5.6583 0.004 0.027 0.094
H 3.1541 0.6909 6.4749 0.057 -0.002 0.088
H 0.2168 2.7842 5.6759 0.014 -0.031 0.069
H -0.0811 5.1981 5.6348 0.012 0.048 0.130
H 0.2165 6.4532 3.5216 -0.011 0.063 0.012
H 0.7458 5.2307 1.4625 -0.040 0.151 -0.128
H 2.5103 5.0752 0.3001 -0.090 0.126 -0.023
H 4.5824 5.7357 -0.8147 -0.014 0.033 -0.064
H 6.0595 3.9936 -1.7902 0.049 0.018 -0.052
H 5.5422 1.6263 -1.4200 0.135 -0.019 0.008
H 4.3131 0.7134 2.3736 0.117 -0.083 -0.122
H 5.5428 -1.8526 1.2433 0.072 -0.067 -0.049
H 4.1542 -1.7141 2.3364 0.121 -0.075 0.029
H 5.7761 -1.2533 2.8792 0.033 -0.002 0.037
H 6.7396 0.4590 0.5257 0.097 -0.040 -0.103
H 6.7673 0.8151 2.2438 0.061 -0.005 0.074
H 6.0199 1.9579 1.1282 0.102 0.014 0.006
H 3.8859 0.0961 -2.1248 0.007 -0.093 0.240
H 5.7318 -1.9644 -0.8117 0.026 -0.091 0.021
H 6.2482 -0.3613 -1.3179 0.132 0.042 -0.013
H 5.6590 -1.5073 -2.5100 0.028 -0.099 -0.063
H 3.3212 -2.6412 -0.8863 0.070 -0.051 0.074
H 3.2022 -2.1985 -2.5890 0.036 -0.063 -0.067
H 2.0799 -1.4914 -1.4244 0.137 -0.120 -0.128
H 1.3997 4.2483 -1.6956 0.079 0.056 -0.059
H -0.0839 5.8769 -2.7868 0.014 0.023 -0.061
H -2.4543 6.0324 -2.0987 -0.024 0.004 -0.001
H -3.3315 4.5423 -0.3885 -0.059 -0.068 0.048
H -4.0778 3.6804 1.1823 0.013 -0.088 0.006
H -2.4085 3.9351 3.7235 0.089 -0.028 0.114
H -3.8409 4.8922 3.3275 -0.075 0.066 0.061
H -2.3700 5.0453 2.3611 0.073 0.091 0.007
H -3.8502 1.7082 3.4987 0.066 -0.137 0.146
H -4.9009 1.5750 2.0859 -0.045 -0.161 -0.028
H -5.1823 2.8402 3.2735 -0.026 0.021 0.054
H -3.2196 0.3194 0.9681 0.028 0.120 -0.046
H -3.4964 2.1948 -1.4359 0.008 0.102 -0.147
H -4.7156 1.9751 -0.1812 -0.149 0.101 0.058
H -4.3078 0.6419 -1.2559 -0.077 -0.083 -0.101
H -1.3126 0.8856 -1.3405 0.151 0.035 0.064
H -2.1952 -0.6135 -1.0558 -0.003 -0.113 -0.003
H -0.9211 -0.1158 0.0825 -0.811 0.134 -0.526
C -0.3106 -5.4079 2.1319 -0.005 -0.083 -0.084
C -0.2876 -5.7065 0.6365 -0.010 0.026 0.127
C 0.6683 -4.8046 -0.1838 -0.302 -0.257 -0.348
C 0.7308 -5.2474 -1.6608 0.077 -0.114 0.036
C 1.0707 -6.7050 -1.9283 0.118 0.107 0.045
C 2.0273 -4.9053 0.4631 -0.078 0.298 -0.091
O 2.8107 -5.8151 0.3234 -0.013 -0.102 0.096
N 2.3115 -3.8641 1.3100 0.315 0.421 0.433
C 1.6347 -2.6531 1.3650 0.296 -0.855 0.146
O 2.0626 -1.7894 2.1415 -0.095 0.161 -0.079
N 0.5903 -2.4103 0.5744 0.030 1.077 0.248
C 0.0693 -3.3850 -0.1893 -0.127 -0.145 -0.274
O -0.9306 -3.1745 -0.8711 0.381 -0.164 -0.390
H -1.0747 -6.0207 2.6079 -0.039 0.034 0.070
H -0.5366 -4.3617 2.3394 -0.058 0.051 0.029
H 0.6448 -5.6492 2.5943 0.059 -0.023 0.095
H -1.2957 -5.5880 0.2318 0.073 -0.020 -0.117
H 0.0278 -6.7395 0.4952 -0.039 -0.025 -0.055
H 1.4741 -4.6158 -2.1580 -0.105 0.053 -0.084
H -0.2433 -5.0186 -2.0914 0.078 0.063 0.032
H 2.0228 -6.9604 -1.4768 0.024 -0.171 -0.009
H 1.1454 -6.8561 -3.0017 -0.018 -0.061 -0.168
H 0.3030 -7.3752 -1.5533 -0.074 -0.117 0.037
H 3.1757 -3.9029 1.8387 -0.107 -0.084 -0.083
Te -3.0122 -2.9171 0.8294 -0.877 0.159 0.619
C -4.5843 -2.8724 2.2889 0.422 -0.114 -0.329
C -4.7611 -3.9845 3.0993 0.182 -0.271 -0.041
C -5.7287 -3.9971 4.0869 -0.123 -0.038 0.166
C -6.5407 -2.8901 4.2715 -0.063 -0.023 0.041
C -6.3583 -1.7651 3.4840 -0.083 0.081 0.093
C -5.3744 -1.7557 2.5101 0.027 0.293 -0.086
C -4.3047 -2.9917 -0.8516 0.214 -0.089 0.124
C -5.5368 -2.3559 -0.8700 0.015 0.131 0.258
C -6.3386 -2.4150 -1.9960 -0.061 -0.065 -0.087
C -5.9267 -3.1383 -3.1030 -0.086 0.009 -0.099
C -4.6993 -3.7788 -3.0873 -0.044 -0.019 -0.159
C -3.8859 -3.6952 -1.9727 0.209 -0.041 0.051
H -4.1260 -4.8503 2.9568 -0.040 -0.041 -0.021
H -5.8530 -4.8705 4.7144 -0.003 -0.021 -0.014
H -7.3115 -2.9050 5.0279 -0.047 0.023 0.083
H -6.9728 -0.8881 3.6396 -0.023 0.030 -0.008
H -5.2090 -0.8586 1.9270 -0.020 0.060 -0.041
H -5.8851 -1.8262 0.0060 -0.009 0.070 -0.039
H -7.2876 -1.8975 -2.0072 -0.080 -0.009 0.025
H -6.5634 -3.2118 -3.9719 -0.053 0.031 -0.093
H -4.3763 -4.3530 -3.9457 0.024 0.001 -0.040
H -2.9181 -4.1757 -1.9686 0.062 -0.081 0.004
O 1.0011 0.7968 -2.0125 0.024 -0.010 0.384
P 0.9364 0.8173 -3.4945 -0.012 0.107 -1.116
C -0.6224 1.4431 -4.2308 0.307 -0.080 0.276
C -1.4171 2.3338 -3.5242 0.076 -0.019 0.111
C -2.5850 2.8248 -4.0840 -0.120 0.058 -0.040
C -2.9663 2.4308 -5.3554 -0.002 0.010 0.074
C -2.1673 1.5551 -6.0739 0.031 -0.046 -0.128
C -0.9996 1.0644 -5.5168 0.082 -0.054 -0.024
C 1.0141 -0.8474 -4.2211 0.022 0.413 0.186
C 1.7064 -1.2113 -5.3682 0.043 0.135 0.087
C 1.5737 -2.4954 -5.8685 -0.004 -0.116 -0.116
C 0.7085 -3.3928 -5.2635 0.001 0.014 -0.008
C -0.0148 -3.0140 -4.1433 -0.102 -0.019 0.017
C 0.1594 -1.7552 -3.6037 0.022 0.057 0.082
C 2.2148 1.8669 -4.2714 -0.389 -0.371 0.103
C 3.5149 1.4165 -4.4620 0.044 -0.082 0.051
C 4.4615 2.2471 -5.0352 0.161 -0.018 -0.026
C 4.1214 3.5329 -5.4231 -0.092 -0.005 0.027
C 2.8279 3.9893 -5.2251 0.102 0.144 -0.034
C 1.8803 3.1596 -4.6566 -0.088 -0.025 0.037
H -1.1082 2.6435 -2.5375 -0.068 0.057 0.107
H -3.1955 3.5186 -3.5241 -0.030 0.033 0.054
H -3.8869 2.7996 -5.7843 -0.048 0.046 -0.039
H -2.4582 1.2527 -7.0709 0.006 -0.033 -0.021
H -0.3816 0.3804 -6.0819 -0.008 -0.064 -0.049
H 2.3368 -0.4942 -5.8740 0.067 0.021 -0.050
H 2.1243 -2.7898 -6.7494 0.068 -0.020 -0.080
H 0.5913 -4.3866 -5.6676 -0.022 -0.104 -0.079
H -0.7294 -3.6858 -3.6950 0.009 -0.088 0.090
H -0.3636 -1.4664 -2.6992 -0.103 -0.064 0.008
H 3.7853 0.4062 -4.1834 0.040 -0.027 0.014
H 5.4688 1.8878 -5.1852 0.091 -0.046 -0.024
H 4.8536 4.1732 -5.8918 0.094 0.051 0.008
H 2.5567 4.9937 -5.5169 -0.025 0.057 -0.040
H 0.8681 3.5086 -4.5224 -0.115 0.098 0.018
```
Forces are in eV/Å.

Computed properties:
Highest occupied orbital energy (alpha / beta)   -6.0 / -7.1 eV
F_max   1.400 eV Å⁻¹
HOMO-LUMO gap (alpha / beta)   6.574 / 7.651 eV
2S+1   6
LUMO (alpha / beta)   0.540 / 0.510 eV